99
Properties=species:S:1:pos:R:3:lowdin_charge:R:1 method="wB97M-V/def2-TZVPD" e_lumo_ev="-7.8 / -7.6" largest_force_ev_per_a=0.7 s_squared=0.775 multiplicity=2 homo_lumo_gap_ha="0.2146 / 0.2232" homo_energy_ev="-13.7 / -13.7" total_charge=+2
V 0.000 0.823 0.284 0.9178
O -0.395 -1.357 3.265 0.1865
C -0.650 -0.302 2.789 -0.4470
O -0.908 -0.172 1.418 -0.2290
C -0.735 1.007 3.467 -0.0479
C -1.030 1.028 4.827 0.1114
C -1.095 2.244 5.470 -0.0909
C -0.850 3.439 4.817 0.1197
C -0.511 3.401 3.481 -0.0321
C -0.458 2.195 2.777 -0.2166
O -0.148 2.175 1.478 -0.1625
N -0.180 4.678 2.821 -0.3356
O 0.620 4.640 1.907 0.0958
O -0.704 5.670 3.263 0.1360
N -1.416 2.275 6.914 -0.3481
O -1.602 1.207 7.451 0.1138
O -1.464 3.362 7.438 0.1207
H -1.210 0.109 5.368 0.1499
H -0.907 4.381 5.345 0.1486
C -4.961 2.809 -1.347 -0.0415
C -4.427 2.123 -0.266 -0.0545
C -3.076 1.815 -0.245 -0.0503
C -2.280 2.190 -1.321 -0.2634
C -2.805 2.887 -2.410 -0.0717
C -4.152 3.190 -2.412 -0.0451
N -0.881 1.936 -1.229 -0.0090
N -0.172 2.450 -2.111 0.1388
C 1.202 2.492 -1.809 -0.2914
C 2.012 3.234 -2.639 0.0530
C 3.312 3.490 -2.211 0.0133
C 3.711 3.017 -0.976 0.0133
C 2.833 2.250 -0.225 -0.0833
N 1.601 1.960 -0.644 0.0170
H -6.014 3.058 -1.356 0.1241
H -5.055 1.845 0.569 0.1212
H -2.658 1.304 0.612 0.0897
H -2.166 3.181 -3.229 0.0781
H -4.577 3.731 -3.247 0.1243
H 1.613 3.624 -3.564 0.1360
H 3.981 4.080 -2.823 0.1331
H 4.694 3.228 -0.581 0.1320
H 3.140 1.839 0.727 0.1074
C 0.741 -2.861 -0.686 -0.3720
C 1.270 -2.475 0.682 -0.3228
P 1.914 -0.771 0.667 1.0791
C 2.736 -0.504 2.248 -0.3510
C 2.585 0.698 2.938 -0.0996
C 3.195 0.886 4.169 -0.0387
C 3.957 -0.132 4.723 -0.0338
C 4.114 -1.333 4.043 -0.0362
C 3.506 -1.524 2.814 -0.0784
C 3.180 -0.659 -0.632 -0.3508
C 2.812 -0.433 -1.960 -0.1320
C 3.773 -0.324 -2.949 -0.0528
C 5.121 -0.435 -2.625 -0.0426
C 5.496 -0.645 -1.307 -0.0425
C 4.533 -0.750 -0.312 -0.0594
P -0.712 -1.855 -1.230 1.0756
C -2.042 -2.580 -0.217 -0.3888
C -3.037 -1.759 0.304 -0.1483
C -4.067 -2.286 1.068 -0.0535
C -4.112 -3.649 1.319 -0.0485
C -3.138 -4.483 0.786 -0.0477
C -2.114 -3.954 0.017 -0.0818
C -0.926 -2.647 -2.869 -0.3740
C 0.120 -2.646 -3.794 -0.1093
C -0.024 -3.260 -5.027 -0.0623
C -1.218 -3.885 -5.359 -0.0568
C -2.260 -3.902 -4.443 -0.0644
C -2.118 -3.284 -3.208 -0.1346
H 0.461 -3.913 -0.713 0.0907
H 1.529 -2.753 -1.430 0.0696
H 2.110 -3.112 0.969 0.0990
H 0.515 -2.552 1.465 0.0825
H 2.003 1.506 2.513 0.0838
H 3.074 1.824 4.693 0.1198
H 4.430 0.009 5.685 0.1221
H 4.709 -2.127 4.475 0.1222
H 3.637 -2.471 2.306 0.1110
H 1.769 -0.319 -2.233 0.0789
H 3.472 -0.151 -3.975 0.1190
H 5.874 -0.354 -3.397 0.1200
H 6.543 -0.727 -1.048 0.1203
H 4.851 -0.894 0.712 0.1039
H -3.022 -0.699 0.090 0.0468
H -4.837 -1.635 1.462 0.1129
H -4.911 -4.065 1.918 0.1170
H -3.182 -5.549 0.961 0.1171
H -1.387 -4.628 -0.417 0.1087
H 1.064 -2.170 -3.570 0.0839
H 0.800 -3.255 -5.728 0.1138
H -1.331 -4.368 -6.320 0.1162
H -3.186 -4.408 -4.682 0.1186
H -2.934 -3.328 -2.500 0.0821
Br -4.080 -0.566 -2.831 0.7235
C -3.401 -0.250 -4.600 -0.9681
Br -1.739 0.738 -4.602 0.6525
H -4.127 0.346 -5.137 0.0078
H -3.218 -1.207 -5.071 -0.0092

***

112
Properties=species:S:1:pos:R:3:lowdin_charge:R:1 method="wB97M-V/def2-TZVPD" e_lumo_ev="3.6 / 3.6" largest_force_ev_per_a=0.5 s_squared=0.764 multiplicity=2 homo_lumo_gap_ha="0.1180 / 0.2052" homo_energy_ev="0.4 / -1.9" total_charge=-2 e_above_lowest_ev=1.319
Hg 0.147 -0.597 -0.948 0.7307
Cl 6.917 -2.544 -1.190 0.5904
C 5.174 -2.655 -1.285 -0.6974
C 4.440 -1.491 -1.417 -0.0798
C 3.052 -1.492 -1.503 -0.2280
N 2.362 -0.262 -1.593 0.0146
C 2.956 0.705 -2.302 -0.5235
O 3.803 0.582 -3.199 -0.0016
C 2.664 2.163 -1.978 -0.1868
C 3.801 2.980 -1.890 -0.0042
C 3.648 4.335 -1.717 -0.0720
C 2.363 4.860 -1.671 -0.0815
C 1.308 3.975 -1.738 -0.2090
N 1.442 2.652 -1.852 0.0969
C 2.351 -2.725 -1.366 -0.2287
C 3.126 -3.899 -1.278 -0.0517
C 4.508 -3.864 -1.250 -0.6934
Cl 5.391 -5.369 -1.162 0.6021
N 0.983 -2.680 -1.315 -0.0129
C 0.162 -3.770 -1.281 -0.4991
O 0.545 -4.965 -1.280 -0.0467
C -1.258 -3.452 -1.228 -0.2346
C -2.206 -4.489 -1.110 -0.0701
C -3.549 -4.231 -1.114 -0.1290
C -3.976 -2.865 -1.253 -0.1261
C -2.998 -1.906 -1.352 -0.2610
N -1.686 -2.126 -1.341 -0.0339
H 4.974 -0.554 -1.481 0.1033
H 4.776 2.524 -1.979 0.1160
H 4.514 4.983 -1.645 0.0994
H 2.182 5.923 -1.576 0.0958
H 0.288 4.343 -1.705 0.0816
H 2.607 -4.842 -1.244 0.0855
H -1.821 -5.497 -1.023 0.1017
H -4.271 -5.032 -1.013 0.0743
H -5.022 -2.584 -1.276 0.0688
H -3.280 -0.864 -1.446 -0.0117
C -5.080 0.845 -0.129 -0.2132
Si -4.318 1.548 -1.693 0.3077
C -5.017 3.283 -1.936 -0.2175
C -5.060 0.539 -3.098 -0.2259
Sb -1.712 1.572 -1.591 0.8852
Si -1.398 2.416 -4.028 0.3043
C -2.179 4.096 -4.389 -0.2309
C 0.326 2.406 -4.756 -0.2201
C -2.286 1.100 -5.027 -0.2318
Si -1.572 3.180 0.472 0.2974
C 0.161 3.376 1.146 -0.2342
C -2.287 4.906 0.190 -0.2310
C -2.599 2.386 1.824 -0.2476
H -6.150 0.699 -0.304 0.0309
H -4.963 1.508 0.725 -0.0025
H -4.643 -0.120 0.136 0.0266
H -6.109 3.230 -1.995 0.0293
H -4.645 3.725 -2.861 0.0020
H -4.751 3.955 -1.121 0.0017
H -6.114 0.369 -2.860 0.0316
H -4.582 -0.433 -3.229 0.0258
H -5.017 1.076 -4.045 0.0048
H -2.037 4.806 -3.572 0.0110
H -3.252 3.993 -4.562 0.0074
H -1.728 4.520 -5.290 0.0237
H 0.889 3.314 -4.553 0.0207
H 0.215 2.297 -5.840 0.0310
H 0.913 1.563 -4.393 0.0281
H -3.360 1.096 -4.869 -0.0194
H -1.910 0.107 -4.763 0.0443
H -2.091 1.264 -6.090 0.0305
H 0.719 4.174 0.672 0.0057
H 0.724 2.445 1.054 -0.0147
H 0.075 3.606 2.214 0.0354
H -2.073 5.316 -0.799 0.0100
H -1.857 5.580 0.937 0.0265
H -3.368 4.901 0.331 0.0042
H -2.485 1.301 1.849 -0.0222
H -3.655 2.634 1.730 0.0039
H -2.240 2.773 2.782 0.0333
F 2.915 -3.980 2.187 0.0973
C 1.600 -4.239 2.166 -0.2073
C 0.675 -3.263 2.497 -0.1278
C -0.660 -3.642 2.461 -0.2488
F -1.627 -2.769 2.778 0.0654
C -1.065 -4.918 2.122 -0.1439
F -2.361 -5.255 2.119 0.1117
C -0.110 -5.864 1.805 -0.1367
F -0.482 -7.111 1.498 0.1208
C 1.228 -5.532 1.840 -0.1462
F 2.144 -6.467 1.571 0.1188
Ge 1.071 -1.354 2.783 0.6604
S -0.220 -0.179 1.561 0.2462
C 0.626 -0.848 4.665 -0.1152
C 0.922 0.447 5.059 -0.2286
F 1.622 1.266 4.257 0.0855
C 0.512 0.981 6.269 -0.1415
F 0.811 2.245 6.608 0.1028
C -0.218 0.193 7.139 -0.1362
F -0.625 0.689 8.320 0.1048
C -0.515 -1.110 6.794 -0.1404
F -1.204 -1.881 7.651 0.1039
C -0.087 -1.608 5.573 -0.2084
F -0.378 -2.894 5.327 0.1017
C 3.028 -1.083 2.774 -0.1153
C 3.807 -1.812 3.655 -0.2347
F 3.232 -2.709 4.478 0.0874
C 5.177 -1.668 3.742 -0.1364
F 5.902 -2.395 4.607 0.1051
C 5.806 -0.749 2.921 -0.1277
F 7.134 -0.590 2.993 0.1140
C 5.061 0.020 2.050 -0.1359
F 5.672 0.931 1.282 0.1109
C 3.685 -0.145 1.997 -0.2232
F 3.020 0.673 1.183 0.0871

***

92
Properties=species:S:1:pos:R:3:lowdin_charge:R:1 method="wB97M-V/def2-TZVPD" e_lumo_ev=-3.2 largest_force_ev_per_a=1.4 multiplicity=1 homo_lumo_gap_ha=0.2757 homo_energy_ev=-10.7 total_charge=+1 e_above_lowest_ev=0.975
Pb -1.752 -1.429 0.288 0.9397
Cl -1.158 -4.008 1.021 0.6735
C -0.493 -3.885 2.631 -0.6187
C -0.731 -4.966 3.462 -0.0877
C -0.178 -4.984 4.730 -0.0463
C 0.615 -3.927 5.144 -0.0443
C 0.827 -2.846 4.306 -0.0615
C 0.273 -2.787 3.026 -0.3713
P 0.521 -1.315 1.921 1.0693
C 0.422 0.036 3.142 -0.3599
C -0.716 0.838 3.116 -0.1076
C -0.940 1.782 4.109 -0.0597
C -0.019 1.937 5.132 -0.0456
C 1.147 1.183 5.133 -0.0523
C 1.373 0.243 4.142 -0.1208
C 2.266 -1.469 1.182 -0.3567
C 2.786 -2.871 1.399 -0.0586
C 3.933 -3.389 0.952 -0.0619
C 4.964 -2.746 0.149 -0.0761
C 4.921 -1.497 -0.310 -0.0285
C 3.806 -0.537 -0.055 -0.1841
H -1.340 -5.789 3.115 0.1143
H -0.365 -5.823 5.386 0.1189
H 1.067 -3.937 6.126 0.1174
H 1.435 -2.033 4.662 0.0882
H -1.439 0.729 2.319 0.0563
H -1.841 2.381 4.091 0.0990
H -0.208 2.650 5.924 0.1166
H 1.882 1.321 5.916 0.1141
H 2.305 -0.309 4.139 0.1081
H 2.152 -3.536 1.967 0.0859
H 4.134 -4.422 1.211 0.1108
H 5.825 -3.359 -0.092 0.1070
H 5.743 -1.122 -0.907 0.1130
H 4.020 0.419 -0.530 0.1381
C -0.303 2.120 -3.088 -0.1213
N -0.680 0.864 -2.410 -0.4804
P 0.500 -0.351 -2.294 0.4669
C 1.671 -0.110 -3.650 -0.3414
C 2.797 0.695 -3.500 -0.0808
C 3.689 0.827 -4.552 -0.0607
C 3.462 0.157 -5.745 -0.0589
C 2.335 -0.640 -5.897 -0.0577
C 1.441 -0.781 -4.849 -0.0988
C 1.444 0.010 -0.785 -0.3455
C 1.331 1.211 -0.191 -0.0815
C 2.091 1.716 0.939 -0.0676
C 2.978 1.034 1.670 -0.0449
C 3.389 -0.385 1.444 -0.1693
C 2.382 -1.079 -0.346 -0.2352
P -2.357 0.435 -2.200 0.9043
C -3.100 1.266 -3.647 -0.3730
C -3.941 2.371 -3.564 -0.0786
C -4.435 2.948 -4.726 -0.0674
C -4.093 2.428 -5.965 -0.0710
C -3.273 1.310 -6.049 -0.0716
C -2.784 0.725 -4.894 -0.1110
C -2.893 1.486 -0.795 -0.4492
C -4.137 1.132 -0.259 -0.1464
C -4.647 1.794 0.845 -0.0645
C -3.912 2.810 1.442 -0.0659
C -2.675 3.165 0.923 -0.0736
C -2.166 2.507 -0.190 -0.0940
H -0.360 2.028 -4.173 0.0892
H 0.714 2.403 -2.816 0.0749
H -0.984 2.911 -2.781 0.0829
H 2.974 1.213 -2.564 0.0997
H 4.566 1.452 -4.438 0.1115
H 4.171 0.248 -6.557 0.1127
H 2.158 -1.163 -6.827 0.1131
H 0.577 -1.426 -4.943 0.0749
H 0.630 1.916 -0.620 0.0730
H 1.903 2.750 1.200 0.1164
H 3.498 1.563 2.459 0.1233
H 4.137 -0.712 2.164 0.1514
H 2.339 -1.928 -1.024 0.1076
H -4.208 2.783 -2.600 0.1017
H -5.085 3.811 -4.662 0.1098
H -4.471 2.890 -6.868 0.1093
H -3.020 0.895 -7.016 0.1090
H -2.151 -0.155 -4.950 0.1019
H -4.702 0.327 -0.720 0.1109
H -5.612 1.514 1.249 0.1165
H -4.303 3.321 2.313 0.1143
H -2.103 3.961 1.382 0.1128
H -1.202 2.799 -0.581 0.0791
N -2.856 -1.402 2.204 -0.1017
C -3.454 -1.004 3.147 -0.3456
N -4.089 -0.607 4.128 0.1154
C -4.090 0.433 4.919 -0.3748
N -4.118 1.337 5.641 0.1143
Se -0.212 -2.353 -2.278 0.3069

***

97
Properties=species:S:1:pos:R:3:lowdin_charge:R:1 method="wB97M-V/def2-TZVPD" e_lumo_ev=-8.8 largest_force_ev_per_a=0.8 multiplicity=1 homo_lumo_gap_ha=0.2430 homo_energy_ev=-15.4 total_charge=+3
Pt -0.819 -2.229 0.744 1.2721
N -1.424 -0.533 -0.084 -0.3612
S -1.425 0.856 0.498 0.8456
N -0.088 1.751 0.442 -0.3516
S 0.951 1.437 -0.682 0.9236
N 1.640 0.045 -0.720 -0.3539
S 2.026 -0.802 0.598 0.8197
N 0.987 -1.632 1.259 -0.4546
C 2.786 0.275 1.783 -0.3121
C 2.266 0.312 3.066 -0.0755
C 2.873 1.134 4.005 -0.0440
C 3.983 1.890 3.652 -0.0282
C 4.506 1.821 2.364 -0.0358
C 3.915 1.002 1.419 -0.0583
C 3.375 -1.767 -0.018 -0.3176
C 3.752 -2.846 0.774 -0.0604
C 4.836 -3.613 0.382 -0.0389
C 5.526 -3.299 -0.783 -0.0306
C 5.138 -2.217 -1.561 -0.0381
C 4.057 -1.436 -1.182 -0.0641
C 2.120 2.739 -0.496 -0.3299
C 3.154 2.758 -1.429 -0.0595
C 4.112 3.750 -1.328 -0.0288
C 4.023 4.700 -0.313 -0.0237
C 2.977 4.669 0.597 -0.0353
C 2.004 3.683 0.511 -0.0494
C 0.284 1.603 -2.300 -0.3190
C -0.472 2.746 -2.541 -0.0574
C -0.985 2.939 -3.811 -0.0281
C -0.728 2.009 -4.812 -0.0225
C 0.038 0.881 -4.554 -0.0334
C 0.558 0.665 -3.287 -0.0437
C -2.654 1.758 -0.399 -0.3435
C -2.734 3.130 -0.181 -0.0758
C -3.718 3.844 -0.840 -0.0350
C -4.596 3.188 -1.699 -0.0279
C -4.501 1.818 -1.898 -0.0337
C -3.526 1.082 -1.237 -0.0482
C -1.885 1.088 2.194 -0.3245
C -3.210 0.809 2.512 -0.0530
C -3.622 0.960 3.826 -0.0453
C -2.714 1.380 4.796 -0.0539
C -1.393 1.645 4.458 -0.0415
C -0.969 1.509 3.142 -0.0600
H 1.409 -0.303 3.311 0.0988
H 2.496 1.169 5.018 0.1181
H 4.461 2.520 4.390 0.1241
H 5.387 2.392 2.104 0.1253
H 4.339 0.917 0.427 0.1179
H 3.211 -3.072 1.684 0.1082
H 5.148 -4.453 0.988 0.1218
H 6.373 -3.900 -1.083 0.1246
H 5.678 -1.981 -2.468 0.1220
H 3.744 -0.596 -1.786 0.0978
H 3.205 2.021 -2.222 0.1220
H 4.921 3.792 -2.044 0.1261
H 4.772 5.478 -0.244 0.1266
H 2.911 5.418 1.375 0.1248
H 1.181 3.648 1.210 0.1097
H -0.646 3.475 -1.761 0.1155
H -1.574 3.820 -4.023 0.1255
H -1.124 2.172 -5.806 0.1256
H 0.236 0.167 -5.341 0.1221
H 1.145 -0.214 -3.064 0.1098
H -2.049 3.628 0.495 0.1242
H -3.806 4.910 -0.682 0.1248
H -5.363 3.752 -2.211 0.1249
H -5.189 1.317 -2.565 0.1222
H -3.431 0.015 -1.374 0.1083
H -3.913 0.504 1.745 0.1295
H -4.656 0.781 4.090 0.1248
H -3.049 1.529 5.815 0.1244
H -0.698 1.993 5.212 0.1210
H 0.048 1.739 2.859 0.0885
Cl -4.136 -5.821 -5.998 0.7785
C -3.477 -5.073 -4.609 -0.6396
C -4.295 -4.852 -3.501 -0.0644
C -3.763 -4.252 -2.381 0.0144
C -2.417 -3.871 -2.370 -0.1508
C -1.605 -4.095 -3.488 0.0121
C -2.134 -4.698 -4.607 -0.0665
C -1.865 -3.253 -1.197 -0.5381
O -2.509 -3.060 -0.101 -0.1395
O -0.629 -2.841 -1.130 -0.1395
H -5.332 -5.156 -3.533 0.1215
H -4.384 -4.076 -1.512 0.1287
H -0.564 -3.802 -3.469 0.1273
H -1.526 -4.888 -5.480 0.1200
N -2.118 -2.262 4.696 0.2661
C -1.777 -2.619 3.479 -0.5498
O -1.333 -1.746 2.685 -0.1710
C -1.967 -4.054 3.074 -0.4348
I -0.325 -4.647 1.854 1.2656
H -2.075 -1.282 4.951 0.1277
H -2.471 -2.923 5.371 0.1506
H -2.847 -4.137 2.436 0.0810
H -2.044 -4.736 3.915 0.0790